1.
{
  "formula": "C20H19CdClN7O5S",
  "method": "wB97M-V/def2-TZVPD",
  "orbital_gap_ev": 9.38,
  "mol_weight_g_mol": 617.35,
  "homo_ev": -12.14,
  "total_charge": 1,
  "energy_ha": -2559.040842,
  "e_lumo_ev": -2.758,
  "multiplicity": 1,
  "elements": ["Cd", "C", "C", "N", "N", "C", "S", "N", "N", "H", "H", "H", "H", "H", "H", "O", "C", "O", "C", "C", "Cl", "N", "N", "C", "C", "O", "O", "C", "C", "C", "C", "C", "C", "H", "H", "H", "H", "H", "H", "O", "C", "C", "C", "C", "C", "C", "N", "H", "H", "H", "H", "H", "H", "H"],
  "xyz": [[0.091, 0.184, 1.147], [4.191, 3.611, 2.169], [3.430, 2.615, 2.954], [3.126, 2.692, 4.209], [2.361, 1.588, 4.444], [2.176, 0.830, 3.371], [1.238, -0.590, 3.251], [2.893, 1.462, 2.410], [2.955, 1.028, 1.094], [4.552, 4.383, 2.843], [3.540, 4.075, 1.424], [5.040, 3.154, 1.662], [1.975, 1.426, 5.360], [2.686, 1.798, 0.492], [3.894, 0.710, 0.883], [-0.185, 4.778, -2.722], [-0.556, 3.674, -3.337], [-1.002, 3.663, -4.453], [-0.402, 2.381, -2.586], [-0.629, 1.133, -3.150], [-1.060, 0.679, -4.718], [-0.404, 0.194, -2.206], [-0.034, 0.775, -1.052], [-0.035, 2.086, -1.258], [0.373, 2.967, -0.092], [0.596, 4.156, -0.307], [0.515, 2.373, 1.025], [-0.436, -1.232, -2.315], [-1.638, -1.873, -2.566], [-1.654, -3.257, -2.647], [-0.481, -3.980, -2.473], [0.715, -3.323, -2.220], [0.743, -1.939, -2.142], [0.150, 4.610, -1.800], [-2.541, -1.294, -2.712], [-2.584, -3.771, -2.854], [-0.498, -5.059, -2.547], [1.631, -3.887, -2.100], [1.668, -1.404, -1.967], [-2.249, 0.717, 1.541], [-3.071, -0.184, 0.801], [-2.580, -1.609, 0.902], [-3.452, -2.683, 0.921], [-2.931, -3.968, 0.980], [-1.558, -4.136, 1.024], [-0.755, -3.009, 1.007], [-1.254, -1.774, 0.944], [-2.530, 0.741, 2.463], [-3.012, 0.149, -0.238], [-4.112, -0.110, 1.115], [-4.520, -2.513, 0.900], [-3.592, -4.824, 1.003], [-1.110, -5.118, 1.077], [0.324, -3.092, 1.048]]
}

2.
{
  "formula": "C20H19Cl2Si",
  "method": "wB97M-V/def2-TZVPD",
  "orbital_gap_ev": 3.86,
  "mol_weight_g_mol": 358.36,
  "homo_ev": -10.85,
  "total_charge": 1,
  "energy_ha": -1983.065332,
  "e_lumo_ev": -6.990,
  "multiplicity": 1,
  "elements": ["Cl", "C", "C", "C", "C", "C", "C", "C", "C", "C", "Cl", "C", "C", "C", "C", "H", "H", "H", "H", "H", "H", "H", "H", "H", "C", "Si", "H", "C", "C", "C", "C", "C", "C", "H", "H", "H", "H", "H", "H", "H", "H", "H"],
  "xyz": [[5.980, 3.250, -0.348], [4.406, 2.730, 0.050], [4.212, 1.979, 1.222], [2.914, 1.630, 1.590], [1.810, 2.037, 0.840], [0.486, 1.700, 1.494], [-0.848, 1.888, 0.821], [-1.936, 1.681, 1.676], [-3.226, 2.014, 1.277], [-3.416, 2.580, 0.007], [-4.961, 3.159, -0.426], [-2.356, 2.647, -0.907], [-1.077, 2.252, -0.507], [2.015, 2.762, -0.339], [3.318, 3.052, -0.765], [5.050, 1.683, 1.842], [2.726, 1.039, 2.490], [0.447, 2.303, 2.429], [-1.737, 1.281, 2.676], [-4.059, 1.873, 1.962], [-2.531, 3.019, -1.911], [-0.288, 2.239, -1.254], [1.194, 3.134, -0.944], [3.501, 3.557, -1.713], [-0.812, -1.018, -2.745], [0.450, -2.289, -2.143], [0.546, 0.689, 1.872], [-0.221, -3.371, -0.808], [0.056, -4.763, -0.921], [-0.576, -5.679, -0.073], [-1.482, -5.224, 0.901], [-1.733, -3.853, 1.053], [-1.109, -2.922, 0.212], [-0.299, -0.083, -3.032], [-1.306, -1.423, -3.642], [-1.578, -0.751, -1.993], [1.773, -1.610, -1.804], [0.761, -5.133, -1.681], [-0.367, -6.747, -0.172], [-1.994, -5.950, 1.539], [-2.418, -3.505, 1.832], [-1.313, -1.857, 0.344]]
}

3.
{
  "formula": "C20H19ClN4O4S",
  "method": "wB97M-V/def2-TZVPD",
  "orbital_gap_ev": 7.54,
  "mol_weight_g_mol": 446.92,
  "smiles": "CC(C)COc1ncc(-c2cncc3cc4c(NS(C)(=O)=O)noc4cc23)cc1Cl",
  "homo_ev": -8.51,
  "energy_ha": -2151.727922,
  "e_lumo_ev": -0.974,
  "multiplicity": 1,
  "elements": ["O", "O", "Cl", "N", "N", "N", "O", "O", "C", "C", "C", "C", "C", "C", "C", "C", "C", "C", "C", "C", "C", "C", "C", "N", "C", "C", "C", "C", "C", "S", "H", "H", "H", "H", "H", "H", "H", "H", "H", "H", "H", "H", "H", "H", "H", "H", "H", "H", "H"],
  "xyz": [[5.174, 3.319, 0.228], [6.085, 5.467, 0.310], [-1.692, -0.712, -3.344], [1.569, 5.010, 0.463], [-2.287, -2.328, 0.238], [3.110, -1.668, 2.473], [0.768, 3.889, 0.159], [-3.719, -1.906, -1.521], [2.589, 4.494, 1.167], [-1.158, -2.047, 0.934], [1.992, -1.920, 1.748], [-2.401, -1.944, -1.061], [-0.165, -1.067, -1.039], [-1.389, -1.369, -1.729], [1.246, 2.763, 0.695], [2.384, 3.040, 1.462], [-0.106, -1.352, 0.344], [3.433, -0.365, 2.623], [3.165, 2.004, 1.982], [0.822, 1.409, 0.624], [1.084, -0.972, 1.128], [2.731, 0.704, 1.942], [1.576, 0.407, 1.181], [3.702, 5.260, 1.359], [-6.128, -2.383, -3.256], [-5.775, -4.870, -2.691], [-4.527, -3.071, -1.402], [-5.098, -3.529, -2.786], [5.963, 4.495, 2.670], [5.204, 4.552, 1.026], [-0.854, -2.386, 1.997], [1.667, -2.930, 1.582], [0.572, -0.586, -1.607], [4.329, -0.068, 3.059], [4.042, 2.357, 2.586], [-0.182, 1.203, 0.196], [3.695, 6.007, 0.638], [-7.159, -2.646, -3.349], [-5.961, -1.480, -2.549], [-5.618, -2.110, -4.129], [-5.068, -5.572, -2.225], [-6.645, -4.811, -2.080], [-6.048, -5.177, -3.684], [-3.818, -3.898, -1.196], [-5.252, -3.032, -0.631], [-4.224, -3.629, -3.458], [6.313, 5.493, 2.931], [6.860, 3.915, 2.675], [5.198, 4.038, 3.318]]
}

4.
{
  "formula": "C20H19CoN3O4",
  "method": "wB97M-V/def2-TZVPD",
  "orbital_gap_ev": [7.01, 5.36],
  "mol_weight_g_mol": 424.32,
  "homo_ev": [-11.56, -11.69],
  "total_charge": 1,
  "energy_ha": -2621.308838,
  "e_lumo_ev": [-4.548, -6.335],
  "multiplicity": 5,
  "s2": 6.092,
  "elements": ["Co", "C", "O", "C", "C", "C", "C", "C", "C", "N", "N", "C", "C", "O", "C", "C", "C", "C", "C", "C", "C", "C", "H", "H", "H", "H", "H", "H", "H", "H", "H", "H", "H", "H", "H", "N", "C", "C", "C", "O", "O", "H", "H", "H", "H", "H", "H"],
  "xyz": [[1.440, -0.435, -0.161], [2.209, -3.614, 0.108], [1.185, -2.596, 0.056], [-0.111, -2.972, -0.023], [-0.533, -4.289, -0.006], [-1.890, -4.557, -0.107], [-2.827, -3.529, -0.219], [-2.411, -2.219, -0.237], [-1.045, -1.920, -0.141], [-0.513, -0.627, -0.166], [-1.425, 0.281, -0.346], [-1.136, 1.577, -0.445], [0.221, 2.186, -0.382], [1.224, 1.484, -0.210], [0.364, 3.612, -0.511], [-0.718, 4.379, -0.682], [-2.064, 3.842, -0.770], [-3.144, 4.694, -0.968], [-4.429, 4.191, -1.068], [-4.646, 2.820, -0.965], [-3.585, 1.960, -0.760], [-2.279, 2.456, -0.662], [2.117, -4.181, 1.032], [3.155, -3.087, 0.060], [2.119, -4.264, -0.760], [0.171, -5.101, 0.084], [-2.221, -5.587, -0.101], [-3.881, -3.761, -0.294], [-3.116, -1.408, -0.325], [1.362, 4.025, -0.466], [-0.596, 5.454, -0.766], [-2.966, 5.761, -1.045], [-5.262, 4.862, -1.229], [-5.650, 2.426, -1.045], [-3.750, 0.897, -0.674], [2.247, -0.211, 1.885], [3.725, -0.339, 2.030], [4.486, 0.241, 0.841], [4.354, -0.671, -0.360], [5.277, -1.309, -0.800], [3.128, -0.728, -0.851], [1.978, 0.744, 2.103], [1.793, -0.798, 2.577], [3.959, -1.399, 2.133], [4.050, 0.153, 2.947], [5.541, 0.325, 1.090], [4.095, 1.234, 0.601]]
}

5.
{
  "formula": "C20H19F3N2O3PtSSe2Te",
  "method": "wB97M-V/def2-TZVPD",
  "orbital_gap_ev": [6.17, 5.93],
  "mol_weight_g_mol": 905.04,
  "homo_ev": [-7.04, -7.11],
  "energy_ha": -6996.735746,
  "e_lumo_ev": [-0.869, -1.180],
  "multiplicity": 3,
  "s2": 2.013,
  "elements": ["Pt", "Se", "Se", "C", "C", "C", "C", "C", "N", "C", "C", "C", "C", "C", "N", "H", "H", "H", "H", "H", "H", "H", "H", "C", "C", "C", "C", "C", "C", "Te", "C", "C", "C", "H", "H", "H", "H", "H", "H", "H", "H", "H", "H", "H", "F", "C", "F", "F", "S", "O", "O", "O"],
  "xyz": [[0.852, 1.306, -0.569], [-0.627, 3.646, 1.581], [-2.222, 3.358, -0.063], [-1.154, 3.572, -1.643], [-1.669, 4.405, -2.629], [-0.966, 4.560, -3.809], [0.249, 3.908, -3.954], [0.696, 3.104, -2.926], [-0.005, 2.918, -1.794], [-0.537, 1.830, 2.195], [-0.907, 1.558, 3.500], [-0.794, 0.256, 3.968], [-0.325, -0.723, 3.114], [0.021, -0.371, 1.820], [-0.084, 0.881, 1.366], [-2.600, 4.926, -2.455], [-1.351, 5.196, -4.595], [0.847, 4.011, -4.847], [1.634, 2.568, -2.993], [-1.279, 2.353, 4.128], [-1.075, 0.017, 4.985], [-0.220, -1.752, 3.424], [0.415, -1.101, 1.129], [-1.727, -4.790, 2.155], [-1.375, -3.794, 1.084], [-2.261, -2.793, 0.715], [-1.952, -1.871, -0.283], [-2.951, -0.792, -0.597], [-0.712, -1.953, -0.932], [-0.165, -0.487, -2.353], [0.197, -2.968, -0.581], [1.546, -3.107, -1.232], [-0.155, -3.865, 0.423], [-2.620, -4.485, 2.701], [-0.911, -4.908, 2.870], [-1.921, -5.773, 1.722], [-3.219, -2.719, 1.219], [-3.855, -0.923, -0.002], [-3.219, -0.793, -1.653], [-2.532, 0.195, -0.386], [2.162, -2.226, -1.046], [1.456, -3.209, -2.314], [2.066, -3.981, -0.842], [0.550, -4.643, 0.696], [5.080, 1.093, 1.509], [4.516, 1.734, 0.486], [3.634, 2.616, 0.981], [5.457, 2.409, -0.170], [3.664, 0.549, -0.634], [3.080, 1.426, -1.653], [4.669, -0.372, -1.050], [2.601, 0.002, 0.236]]
}